# C46H55N11

11 unconnected molecules or ions with the total composition C46H55N11 in a non-equilibrium geometry (ωB97M-V/def2-TZVPD, the OMol25 dataset).

Structure (ORCA input):
```
! RIJCOSX wB97M-V def2-TZVPD def2/J DEFGRID3
* xyz 0 1
C -2.103 3.471 -7.119
C -1.447 2.585 -6.206
C -2.144 1.429 -6.028
N -3.330 1.726 -6.673
C -3.257 2.876 -7.385
H -1.820 4.380 -7.628
H -0.467 2.814 -5.814
H -2.041 0.440 -5.607
H -4.127 1.129 -6.839
H -3.996 3.240 -8.083
C -0.486 -8.259 4.949
C -0.312 -9.309 4.113
C -0.876 -8.979 2.949
N -1.348 -7.693 2.967
C -1.144 -7.253 4.305
H -0.017 -8.266 5.922
H 0.296 -10.182 4.298
H -0.867 -9.573 2.047
H -1.846 -7.183 2.252
H -1.417 -6.261 4.635
C 0.447 -2.459 10.903
C 0.859 -1.106 11.057
C 1.164 -0.706 9.757
N 0.639 -1.640 8.869
C 0.292 -2.731 9.551
H 0.217 -3.046 11.780
H 1.034 -0.476 11.917
H 1.550 0.159 9.237
H 0.564 -1.541 7.866
H -0.065 -3.671 9.156
C -3.475 -4.856 -1.014
C -3.194 -5.725 -2.009
C -4.064 -6.831 -1.822
N -5.115 -6.425 -1.049
C -4.714 -5.163 -0.551
H -2.866 -4.018 -0.706
H -2.346 -5.769 -2.676
H -4.112 -7.785 -2.326
H -5.911 -6.958 -0.732
H -5.291 -4.622 0.184
C 11.597 -0.887 -1.254
C 10.261 -0.948 -1.024
C 9.649 -0.030 -1.933
N 10.623 0.550 -2.632
C 11.834 0.049 -2.238
H 12.283 -1.495 -0.685
H 9.918 -1.594 -0.230
H 8.636 0.343 -1.900
H 10.528 1.324 -3.274
H 12.719 0.399 -2.748
C -2.101 5.711 4.743
C -2.945 6.653 4.162
C -4.244 6.391 4.610
N -4.136 5.395 5.450
C -2.897 4.908 5.587
H -1.040 5.647 4.551
H -2.762 7.493 3.509
H -5.228 6.796 4.427
H -4.884 5.103 6.062
H -2.739 4.073 6.253
C -6.763 4.990 -1.286
C -5.590 5.692 -0.928
C -4.502 4.989 -1.363
N -4.854 3.949 -2.049
C -6.247 3.858 -2.039
H -7.759 5.355 -1.081
H -5.579 6.588 -0.325
H -3.425 5.072 -1.329
H -4.300 3.200 -2.439
H -6.829 3.005 -2.354
C -5.822 -1.937 5.644
C -5.445 -0.810 4.824
C -6.622 -0.357 4.274
N -7.722 -0.995 4.813
C -7.222 -1.903 5.665
H -5.251 -2.532 6.342
H -4.432 -0.503 4.611
H -6.837 0.401 3.536
H -8.710 -0.903 4.624
H -8.010 -2.402 6.210
C 4.168 7.364 -3.975
C 4.930 6.210 -3.889
C 5.459 6.282 -2.574
N 5.303 7.562 -2.124
C 4.359 8.223 -2.925
H 3.479 7.587 -4.776
H 4.997 5.528 -4.725
H 6.054 5.617 -1.965
H 5.646 7.835 -1.214
H 3.918 9.164 -2.632
C 1.064 0.899 0.766
C 1.068 -0.436 1.287
C 1.673 -1.481 0.542
N 2.390 -1.202 -0.619
C 2.426 0.105 -0.986
C 1.756 1.147 -0.427
H 0.589 1.780 1.174
H 0.619 -0.732 2.223
H 1.656 -2.530 0.797
H 2.895 0.329 -1.933
H 1.844 2.142 -0.837
C 3.163 -2.565 -8.491
C 4.198 -2.640 -7.524
C 5.508 -2.454 -7.872
N 5.904 -2.504 -9.161
C 4.908 -2.437 -10.112
C 3.573 -2.425 -9.800
H 2.123 -2.697 -8.229
H 3.913 -2.780 -6.491
H 6.233 -2.465 -7.072
H 5.324 -2.595 -11.096
H 2.842 -2.228 -10.570
*
```

Summary:
E_HOMO: -7.95 eV
Electronic energy: -64976.8682 eV
SMILES: c1cc[nH]c1.c1cc[nH]c1.c1cc[nH]c1.c1cc[nH]c1.c1cc[nH]c1.c1cc[nH]c1.c1cc[nH]c1.c1cc[nH]c1.c1cc[nH]c1.c1ccncc1.c1ccncc1
LUMO level: 0.1 eV